Arrangement a

Entry from OMol25: C2H4N2O4 as an isolated structure (ωB97M-V/def2-TZVPD).

The lowest unoccupied orbital energy comes out at 0.39 eV.

Geometry as ORCA input:
```
! wB97M-V def2-TZVPD RIJCOSX def2/J DEFGRID3
* xyz 0 1
C 1.00346 -0.48191 -0.92106
C -0.36632 1.20540 0.12568
N -0.98757 -1.77854 -0.06105
N 0.05652 1.61852 1.32095
O 1.22249 0.75651 -0.81070
O -0.04603 -0.72959 0.14363
O 1.31212 -1.38490 -1.64411
O -1.28480 1.43477 -0.56344
H -0.48647 -2.61763 0.22796
H -1.11303 -1.85409 -1.07033
H -0.27286 2.52436 1.62161
H 0.96250 1.30709 1.63086
*
```

Results of the natural (NBO) charge analysis, in e, for atoms 1 through 6:
1. C 0.97
2. C 0.98
3. N -0.48
4. N -0.84
5. O -0.63
6. O -0.45

Arrangement b

Entry from OMol25: C2H4N2O4 as an isolated structure (ωB97M-V/def2-TZVPD).

The lowest unoccupied orbital energy comes out at -3.04 eV.

Geometry as ORCA input:
```
! wB97M-V def2-TZVPD RIJCOSX def2/J DEFGRID3
* xyz 0 1
C 0.21524 -0.47120 0.31323
C 0.05328 1.91724 1.22895
H 0.00930 -1.37641 -1.54123
H -1.18281 0.76403 -0.17096
H 0.32497 2.25152 2.50490
H 1.70090 -2.84029 -1.74805
N -1.00462 -0.23256 -0.24027
N 1.19881 -1.32894 -0.03165
O -0.66218 -0.27345 -1.73875
O 0.31441 0.47780 1.40492
O -0.54752 2.52945 0.19355
O 0.41743 -2.30188 -0.65901
*
```

Results of the natural (NBO) charge analysis, in e, for atoms 1 through 6:
1. C 0.65
2. C 0.62
3. H 0.49
4. H 0.41
5. H 0.21
6. H 0.43

Arrangement c

Entry from OMol25: one molecule with the formula C2H4N2O4 (ωB97M-V/def2-TZVPD).

As for the structure (SMILES): O=N[C@H](O)C(=O)NO. The lowest unoccupied orbital energy comes out at -1.67 eV.

Geometry as ORCA input:
```
! wB97M-V def2-TZVPD RIJCOSX def2/J DEFGRID3
* xyz 0 1
C -0.05173 0.79896 -0.10505
C -1.06528 -0.34901 0.48570
H 2.27986 -1.05869 0.22948
H 1.54954 1.53151 -0.40510
H -0.53427 -0.74221 1.42084
H -2.39198 0.64186 -0.52507
N 1.27715 0.62421 -0.16905
N -0.79524 -1.64479 -0.64349
O 2.00058 -0.08573 0.65977
O -0.44698 1.85254 -0.74339
O -2.37807 0.01610 0.48264
O 0.55641 -1.58474 -0.68727
*
```

Results of the natural (NBO) charge analysis, in e, for atoms 1 through 6:
1. C 0.59
2. C 0.11
3. H 0.49
4. H 0.39
5. H 0.22
6. H 0.51

Which structure is the most stable? The one labeled arrangement a.

Arrangement a

Entry from OMol25: an isolated ion of composition C2H4N3O and charge +1 (ωB97M-V/def2-TZVPD).

The lowest unoccupied orbital energy (alpha / beta) comes out at -6.42 / -9.02 eV.

Geometry as ORCA input:
```
! wB97M-V def2-TZVPD RIJCOSX def2/J DEFGRID3
* xyz 1 3
C -1.67385 -1.00287 0.34855
C 0.58122 -0.00635 0.12547
N -2.45942 -1.53500 1.14632
N -2.99206 -2.09860 1.93719
N -0.27929 -0.86877 0.80702
O 0.04239 -1.47766 1.83799
H -1.95648 -0.45588 -0.61469
H 0.96229 0.71561 0.93677
H 1.47745 -0.48943 -0.18822
H 0.01970 0.36553 -0.78157
*
```

Results of the natural (NBO) charge analysis, in e, for atoms 1 through 6:
1. C 0.28
2. C -0.45
3. N -0.04
4. N 0.38
5. N 0.01
6. O -0.21

Arrangement b

Entry from OMol25: an isolated ion of composition C2H4N3O and charge +1 (ωB97M-V/def2-TZVPD).

The lowest unoccupied orbital energy (alpha / beta) comes out at -4.41 / -9.87 eV.

Geometry as ORCA input:
```
! wB97M-V def2-TZVPD RIJCOSX def2/J DEFGRID3
* xyz 1 3
C -0.61817 -1.02420 0.00374
C -1.32968 0.47057 -0.53655
N -3.46107 0.05844 0.43701
N -2.56005 0.46052 -0.06762
N 0.58570 -0.84647 0.56369
O -1.25679 -1.98041 -0.21993
H -1.12106 0.72026 -1.67181
H -0.79731 1.22190 -0.07052
H 1.26607 -0.12365 0.53371
H 1.23121 -1.59608 0.64861
*
```

Results of the natural (NBO) charge analysis, in e, for atoms 1 through 6:
1. C 0.63
2. C -0.18
3. N 0.13
4. N -0.15
5. N -0.75
6. O -0.14

Which structure is the most stable? The one labeled arrangement b.

Arrangement a

Entry from OMol25: a 2-piece molecular cluster, C2H5N3O2S overall (ωB97M-V/def2-TZVPD).

The lowest unoccupied orbital energy comes out at 0.37 eV.

Geometry as ORCA input:
```
! wB97M-V def2-TZVPD RIJCOSX def2/J DEFGRID3
* xyz 0 1
C 0.91968 -0.44046 -2.23253
C -0.52171 -0.19004 -2.34671
N 2.03546 -0.57297 -2.01624
N -0.92279 0.88221 -2.82730
N 0.81563 -1.29154 1.29124
O -1.04754 -0.12410 0.12333
O -0.24045 1.04303 2.25974
S 0.19208 0.23241 0.78840
H -1.12438 -0.97867 -2.15490
H -1.87413 0.88220 -2.85447
H 0.48883 1.37843 2.81661
H 1.77600 -1.53816 1.07619
H 0.23439 -2.08459 1.03580
*
```

Results of the natural (NBO) charge analysis, in e, for atoms 1 through 6:
1. C 0.23
2. C 0.05
3. N -0.30
4. N -0.52
5. N -1.07
6. O -0.94

Arrangement b

Entry from OMol25: one molecule with the formula C2H5N3O2S (ωB97M-V/def2-TZVPD).

The lowest unoccupied orbital energy comes out at 0.17 eV.

Geometry as ORCA input:
```
! wB97M-V def2-TZVPD RIJCOSX def2/J DEFGRID3
* xyz 0 1
C -1.26055 -1.02074 -0.14356
C 0.80868 -0.02890 -0.44594
N -1.06446 -0.45173 -1.47097
N 0.10453 -0.12827 -1.65282
N -0.02381 -0.65245 0.60383
O -0.13162 1.85447 1.04834
O 2.32639 1.92156 0.38222
S 0.98447 1.93542 -0.15806
H -2.21918 -0.56954 0.23907
H -1.42537 -2.14445 -0.23341
H 1.84372 -0.48811 -0.56389
H -0.51411 1.02408 1.29096
H 0.57132 -1.25136 1.10424
*
```

Results of the natural (NBO) charge analysis, in e, for atoms 1 through 6:
1. C -0.14
2. C -0.14
3. N -0.12
4. N -0.14
5. N -0.69
6. O -0.92

Which structure is the most stable? The one labeled arrangement a.

Arrangement a

Entry from OMol25: one molecule with the formula C2H6O4Si (ωB97M-V/def2-TZVPD).

As for the structure (SMILES): CC(=O)O[SiH](O)O. The lowest unoccupied orbital energy comes out at 0.58 eV.

Geometry as ORCA input:
```
! wB97M-V def2-TZVPD RIJCOSX def2/J DEFGRID3
* xyz 0 1
C 1.13164 0.37952 -0.20137
C 2.38290 -0.48722 0.14275
O 0.99742 1.52602 -0.55600
O -1.99268 1.30003 0.50755
O -2.65268 -1.18665 -0.01873
O -0.14318 -0.50896 -0.08117
Si -1.61599 0.00969 -0.44602
H 2.29248 -0.53248 1.18022
H 3.20573 0.03992 -0.32211
H 2.15625 -1.44470 -0.26224
H -1.20992 1.62633 0.96498
H -2.80842 -1.06692 0.86680
H -1.74355 0.34539 -1.77467
*
```

Results of the natural (NBO) charge analysis, in e, for atoms 1 through 6:
1. C 0.84
2. C -0.70
3. O -0.54
4. O -1.10
5. O -1.06
6. O -0.98

Arrangement b

Entry from OMol25: one molecule with the formula C2H6O4Si (ωB97M-V/def2-TZVPD).

As for the structure (SMILES): CC(=O)O[SiH](O)O. The lowest unoccupied orbital energy comes out at 0.51 eV.

Geometry as ORCA input:
```
! wB97M-V def2-TZVPD RIJCOSX def2/J DEFGRID3
* xyz 0 1
C -0.74915 0.39194 -0.23741
C -1.79669 -0.21875 0.63881
O 0.33817 -0.34206 -0.36168
O 2.63339 -1.08473 0.64227
O -0.92327 1.48676 -0.74943
O 2.15578 1.66913 0.40122
Si 2.00390 0.13479 -0.27583
H -2.74380 -0.66779 0.07218
H -2.13734 0.67470 1.17321
H -1.30049 -1.02857 1.24185
H 2.04163 -1.78404 0.84924
H 1.31253 2.11558 0.43097
H 2.35893 -0.09716 -1.59304
*
```

Results of the natural (NBO) charge analysis, in e, for atoms 1 through 6:
1. C 0.80
2. C -0.73
3. O -0.86
4. O -1.10
5. O -0.61
6. O -1.08

Which structure is the most stable? The one labeled arrangement b.